The following is a quantum chemistry calculation of a structure of composition C15H12BrF6N2PRhS, from OMol25.

Positions of all 39 atoms, in Å:
Rh1 -0.01117 -0.57558 -0.82736
S1 3.99870 1.41423 -2.07822
C1 4.30779 -0.20097 -1.73546
C2 3.18166 -0.93282 -1.30644
C3 2.05183 -0.14178 -1.22342
C4 2.30077 1.17687 -1.62994
C5 1.27655 2.15373 -1.73193
C6 1.50167 3.49564 -2.06369
C7 0.42627 4.36791 -2.11284
C8 -0.84066 3.87448 -1.85748
C9 -0.99758 2.51626 -1.54257
N1 0.02221 1.68637 -1.47254
H1 5.30153 -0.61046 -1.86735
H2 3.22334 -1.98926 -1.07986
H3 2.50639 3.83526 -2.28013
H4 0.57224 5.41345 -2.34769
H5 -1.71291 4.51155 -1.90192
H6 -1.98537 2.11789 -1.35331
C10 -0.37002 -0.73266 4.79514
C11 -1.09915 -0.64543 3.49611
C12 -2.47507 -0.86017 3.39005
C13 -3.11662 -0.76600 2.16622
C14 -2.35212 -0.47019 1.05832
Br1 -3.10933 -0.32489 -0.66402
N2 -1.03531 -0.27638 1.13200
C15 -0.41998 -0.36332 2.31587
H7 -1.01707 -0.48616 5.63405
H8 0.50104 -0.07986 4.80855
H9 -0.01150 -1.75155 4.96474
H10 -3.05219 -1.10659 4.27257
H11 -4.18069 -0.92163 2.06018
H12 0.65056 -0.19598 2.32399
F1 -0.99473 -1.81650 -2.28426
P1 -0.58465 -3.46018 -1.65284
F2 -0.13398 -4.76086 -0.95181
F3 -2.12344 -3.69628 -1.56506
F4 -0.43046 -3.93401 -3.11629
F5 0.93493 -2.81003 -1.64023
F6 -0.70351 -2.65412 -0.13116

Cartesian forces (eV/Å) of the 2 atoms listed first:
Rh -0.643 -0.337 0.325
S -0.461 -0.054 0.186

Values from the calculation:
⟨S²⟩: 8.793
multiplicity: 6
charge: +2
energy relative to the best compared isomer or geometry (same formula, charge and spin): 15.60 kJ/mol
E_LUMO (alpha / beta): -7.77 / -10.50 eV
highest occupied orbital energy (alpha / beta): -15.68 / -15.66 eV
Kohn-Sham gap (alpha / beta): 0.29065 / 0.18947 Eh
energy: -128194.7434 eV

The following is a quantum chemistry calculation of a cluster of 2 separate species, C15H12Cl2N2O2 in total in a non-equilibrium geometry, from OMol25.

Positions of all 33 atoms, in Å:
N1 4.45936 -1.33222 1.54288
C1 3.29493 -0.91144 0.79378
C2 3.29055 -1.00105 -0.60076
C3 2.12420 -0.62409 -1.32151
C4 1.01589 -0.15542 -0.61694
C5 1.04861 -0.05311 0.83155
C6 2.18620 -0.42899 1.53780
C7 -0.24985 0.44349 1.51531
O1 -0.25683 1.23051 2.43138
C8 -1.52270 -0.13160 0.88090
C9 -2.60004 -0.56861 1.66248
C10 -3.70051 -1.12200 0.96348
C11 -3.74828 -1.21044 -0.42688
C12 -2.66032 -0.77075 -1.23416
N2 -2.70719 -0.86498 -2.64858
C13 -1.54795 -0.23829 -0.54364
C14 -0.29671 0.21535 -1.32225
O2 -0.34900 0.78448 -2.38835
H1 4.72236 -2.22233 1.11446
H2 4.08607 -1.61034 2.45154
H3 4.14154 -1.37549 -1.18133
H4 2.04586 -0.68128 -2.41135
H5 2.15732 -0.34527 2.63017
H6 -2.56010 -0.49778 2.75339
H7 -4.54828 -1.50262 1.54298
H8 -4.61346 -1.62439 -0.95951
H9 -3.06540 -1.80022 -2.85462
H10 -1.76031 -0.88643 -3.02637
Cl1 0.85747 2.25738 -0.04090
C15 0.36517 3.96498 -0.12641
Cl2 -0.69262 4.25984 -1.51107
H11 -0.16828 4.21982 0.78513
H12 1.25229 4.58326 -0.22261

Cartesian forces (eV/Å) of the 2 atoms listed first:
N -1.414 -0.730 -0.567
C 0.551 -0.024 0.722

Values from the calculation:
SMILES: Nc1ccc2c(c1)C(=O)c1cccc(N)c1C2=O.ClCCl
charge: 0
energy relative to the best compared isomer or geometry (same formula, charge and spin): 39.16 kJ/mol
E_LUMO: -0.41 eV
highest occupied orbital energy: -8.61 eV
Kohn-Sham gap: 0.30123 Eh
energy: -47868.8050 eV

The following is a quantum chemistry calculation of a structure of composition C15H12F2N2O4S in a non-equilibrium geometry, from OMol25.

Positions of all 36 atoms, in Å:
O1 -1.61621 2.54936 -0.00221
C1 -1.17373 1.66128 0.66868
N1 0.09891 1.21457 0.50859
C2 0.65076 0.15148 1.28695
O2 0.12353 -0.53281 2.11921
C3 1.92309 -0.20600 0.90704
C4 2.37262 -1.53288 1.25976
C5 3.71689 -1.73346 0.58781
C6 4.50493 -0.78405 0.00592
C7 4.14028 0.43522 -0.12761
C8 2.75288 1.01783 0.27503
H1 2.38222 1.93397 0.00312
H2 4.74878 1.05162 -0.68438
O3 5.84979 -1.17943 -0.20453
C9 6.70634 -0.47519 -0.95808
F1 6.21070 0.00604 -1.88953
F2 7.06004 0.46838 -0.03112
H3 7.60567 -1.07936 -0.93123
H4 4.22863 -2.63936 0.81229
H5 1.78517 -2.07394 1.69377
H6 0.40020 1.49731 -0.34735
C10 -2.33275 1.18662 1.87958
H7 -3.10695 1.82001 1.92000
H8 -1.75121 0.99080 2.83690
S1 -2.71143 -0.43677 0.96198
C11 -3.79413 -0.20703 -0.04575
C12 -4.32474 0.76454 -0.59042
C13 -5.27653 1.04447 -1.60102
C14 -5.88099 -0.39039 -1.85533
C15 -5.27181 -1.54424 -1.32049
N2 -4.34965 -1.32188 -0.49695
O4 -3.87875 -2.46451 0.00453
H9 -5.60382 -2.45767 -1.63584
H10 -6.58487 -0.55812 -2.74792
H11 -5.71934 1.72276 -2.01366
H12 -3.88452 2.10081 -0.24777

Cartesian forces (eV/Å) of the 2 atoms listed first:
O 0.302 0.668 -1.559
C -3.725 1.440 3.552

Values from the calculation:
charge: 0
energy relative to the best compared isomer or geometry (same formula, charge and spin): 1304.81 kJ/mol
E_LUMO: -0.49 eV
highest occupied orbital energy: -7.93 eV
Kohn-Sham gap: 0.27328 Eh
energy: -43175.5770 eV

The following is a quantum chemistry calculation of an isolated molecule of C15H12F4O2S, from OMol25.

Positions of all 34 atoms, in Å:
O1 2.47691 -0.40418 0.38661
C1 1.49355 -1.10537 0.48102
C2 0.42635 -0.84068 1.53233
C3 -0.71089 -0.00237 0.89804
O2 -1.52157 -0.78114 0.05384
C4 -0.13052 1.15803 0.10667
C5 -0.36263 1.24587 -1.25843
C6 0.19688 2.27484 -1.99416
C7 0.99114 3.22133 -1.37301
C8 1.22462 3.13444 -0.01170
C9 0.67145 2.10657 0.72864
C10 -1.64929 0.50732 2.03257
F1 -0.99397 1.13300 3.03032
F2 -2.23391 -0.58719 2.61150
C11 -2.78999 1.39234 1.48480
F3 -2.33266 2.61018 1.14449
F4 -3.73813 1.57719 2.42271
C12 1.25981 -2.21227 -0.43393
C13 1.97130 -2.45304 -1.58563
C14 1.53000 -3.58935 -2.27933
C15 0.49582 -4.21476 -1.64873
S1 0.03643 -3.42259 -0.20689
H1 0.01495 -1.77244 1.92668
H2 0.88127 -0.27025 2.34241
H3 -1.84345 -1.55349 0.53937
H4 -0.97646 0.50141 -1.73979
H5 0.01158 2.33159 -3.05640
H6 1.43007 4.02274 -1.94818
H7 1.84684 3.86661 0.47940
H8 0.86864 2.05319 1.78704
H9 -3.24996 0.92060 0.60295
H10 2.77391 -1.81201 -1.90188
H11 1.95845 -3.93478 -3.20274
H12 -0.02654 -5.10135 -1.95057

Cartesian forces (eV/Å) of the 2 atoms listed first:
O -0.031 -0.100 0.049
C 0.004 0.206 0.501

Values from the calculation:
SMILES: O=C(C[C@](O)(c1ccccc1)C(F)(F)C(F)F)c1cccs1
charge: 0
E_LUMO: -0.08 eV
highest occupied orbital energy: -9.23 eV
Kohn-Sham gap: 0.33631 Eh
energy: -41549.9782 eV

The following is a quantum chemistry calculation of a structure of composition C15H12GaN2O5 in a non-equilibrium geometry, from OMol25.

Positions of all 35 atoms, in Å:
Ga1 2.05012 2.48444 -1.14118
O1 1.79609 2.56592 -5.20259
C1 1.86093 2.53101 -4.06808
C2 0.87077 3.51583 0.01539
O2 0.18808 4.16681 0.68022
C3 3.32559 1.34145 -0.19592
O3 4.05769 0.63173 0.34693
C4 3.31166 3.87620 -1.08652
O4 4.09478 4.72017 -1.02590
C5 -2.84208 -1.36640 0.85623
N1 -1.98696 -0.40016 0.19033
N2 -0.61723 -0.49038 0.08418
C6 -0.18474 0.67887 -0.46696
O5 1.08902 0.82742 -0.61080
C7 -1.34654 1.51556 -0.72434
C8 -2.41718 0.79219 -0.28239
C9 -3.77785 1.25798 -0.28706
C10 0.24360 -1.57249 0.55630
C11 -0.12538 -2.90615 0.36575
C12 0.70866 -3.93426 0.82725
C13 1.92176 -3.63756 1.46142
C14 2.29218 -2.29969 1.62693
C15 1.45490 -1.27667 1.17586
H1 -3.38541 -0.85970 1.64625
H2 -2.30118 -2.19566 1.29886
H3 -3.56145 -1.74864 0.12943
H4 -1.26167 2.51297 -1.13586
H5 -4.40132 0.60421 -0.88726
H6 -4.16267 1.30851 0.72476
H7 -3.82838 2.25924 -0.71355
H8 -1.05487 -3.17760 -0.14196
H9 0.41629 -4.98284 0.69168
H10 2.57355 -4.44114 1.82345
H11 3.23684 -2.05523 2.12544
H12 1.76242 -0.24590 1.34372

Cartesian forces (eV/Å) of the 2 atoms listed first:
Ga -2.039 -2.197 -1.765
O 0.158 -0.082 2.729

Values from the calculation:
charge: +3
energy relative to the best compared isomer or geometry (same formula, charge and spin): 125.55 kJ/mol
E_LUMO (alpha / beta): -12.32 / -14.08 eV
highest occupied orbital energy (alpha / beta): -19.43 / -18.09 eV
Kohn-Sham gap (alpha / beta): 0.26138 / 0.14721 Eh
energy: -81308.6464 eV

The following is a quantum chemistry calculation of a structure of composition C15H12IrN6S4 in a non-equilibrium geometry, from OMol25.

Positions of all 38 atoms, in Å:
Ir1 0.52160 -0.12901 1.92272
N1 2.31466 -3.63556 0.34303
C1 1.79575 -2.44612 0.63595
S1 0.82242 -2.34126 2.11544
N2 2.01614 -1.44733 -0.18482
N3 1.40419 -0.30022 0.23560
C2 1.49692 0.76443 -0.48366
C3 0.77058 1.94180 -0.00590
C4 0.85932 3.19396 -0.57507
C5 0.07849 4.21466 -0.04489
C6 -0.77984 3.94076 1.00525
C7 -0.80573 2.66130 1.54069
N4 -0.04049 1.68780 1.05390
H1 2.20362 -4.41392 0.96806
H2 2.86161 -3.74800 -0.49514
H3 2.05519 0.73815 -1.40978
H4 1.52781 3.36608 -1.40709
H5 0.14360 5.21399 -0.45283
H6 -1.42324 4.70331 1.41941
H7 -1.45288 2.40295 2.36854
S2 -1.33286 1.22117 7.71956
C8 -0.36739 0.87260 6.46319
S3 0.39048 2.07579 5.43670
C9 1.05141 0.82640 4.44558
N5 0.75680 -0.37909 4.82800
N6 -0.00363 -0.36043 5.94225
C10 -0.39478 -1.63990 6.47210
C11 -0.81590 -2.61995 5.58686
C12 -1.19391 -3.85780 6.08028
C13 -1.14923 -4.10575 7.44536
C14 -0.70863 -3.11925 8.31511
C15 -0.32323 -1.87705 7.83351
S4 2.02105 1.13153 3.02021
H8 -0.84682 -2.41282 4.52577
H9 -1.52917 -4.62686 5.39730
H10 -1.45139 -5.07036 7.83019
H11 -0.65668 -3.31411 9.37766
H12 0.03777 -1.11346 8.50583

Cartesian forces (eV/Å) of the 2 atoms listed first:
Ir -1.201 -0.519 0.832
N -0.007 0.041 -0.010

Values from the calculation:
charge: +1
energy relative to the best compared isomer or geometry (same formula, charge and spin): 0.00 kJ/mol
E_LUMO: -4.96 eV
highest occupied orbital energy: -10.76 eV
Kohn-Sham gap: 0.21334 Eh
energy: -70863.6069 eV